# 1
The following is a quantum chemistry calculation of a structure of composition C18H28Cl14F12HgN2O8S4, from the Open Molecules 2025 dataset.

XYZ file:
```
87
Properties=species:S:1:pos:R:3:forces:R:3:mulliken_charge:R:1
Hg 2.166968 1.596321 1.379177 -0.5 -1.1 -0.1 1.817
C 1.057858 -1.316023 -1.480417 0.0 1.3 0.1 0.442
F 1.387744 -1.706541 -2.705246 0.1 0.4 0.7 -0.157
F -0.137305 -1.759212 -1.173670 0.2 -0.4 0.2 -0.140
F 1.984917 -1.709119 -0.583435 -0.9 0.3 -0.8 -0.063
S 0.941195 0.678258 -1.409612 3.1 0.1 -0.9 0.460
O 2.328645 1.168015 -1.366807 -1.0 -0.8 0.5 -0.546
O 0.157664 1.171741 -2.518970 0.3 -0.9 1.4 -0.296
N 0.414128 0.987875 0.206186 1.0 -0.9 -2.3 -0.284
S -1.113415 1.386951 -0.057419 -3.7 2.9 1.6 0.623
O -1.209082 2.731999 -0.610915 0.1 -1.5 1.1 -0.631
O -1.841099 0.326243 -0.704817 0.5 0.2 0.5 -0.139
C -1.760647 1.458311 1.834186 1.8 0.1 -1.8 0.262
F -2.887702 2.140721 1.839425 0.4 -0.5 0.4 -0.132
F -1.894708 0.197434 2.238590 -0.2 1.0 0.2 -0.090
F -0.792914 2.101842 2.564570 -1.2 -0.8 -0.6 -0.205
C 5.423174 -0.611566 0.505385 0.8 -0.2 1.4 0.682
F 5.112123 -1.816820 0.052818 -0.2 0.6 0.1 -0.194
F 6.762892 -0.455441 0.412635 -1.5 0.1 0.1 -0.196
F 4.782484 0.338812 -0.164904 0.2 -0.2 -0.1 -0.222
S 4.939213 -0.443312 2.414435 2.8 -0.3 0.1 0.893
O 5.217938 -1.734213 3.044039 -1.2 1.8 -1.6 -0.514
O 5.693984 0.681869 2.955613 -1.9 -1.0 -1.3 -0.570
N 3.181768 -0.110855 2.215065 4.0 -0.5 0.2 -0.613
S 2.554107 -0.756711 3.543611 -2.9 1.4 4.0 0.802
O 3.364707 -0.864715 4.774613 -1.7 0.5 -3.2 -0.549
O 1.266356 0.018911 3.617324 2.2 -2.0 -0.3 -0.496
C 2.172638 -2.542896 3.012744 0.2 -0.6 0.7 0.582
F 0.996189 -2.544060 2.453717 -1.4 0.4 -0.5 -0.079
F 2.997398 -3.124808 2.184054 1.0 0.5 -0.9 -0.186
F 2.163492 -3.296201 4.089065 -0.3 0.2 0.9 -0.229
Cl 4.948952 1.358403 -5.688876 -0.9 0.2 -0.2 -0.186
C 4.645953 0.323822 -4.274415 1.1 -1.1 -0.3 0.276
C 6.040338 0.018516 -3.749992 0.7 0.7 1.1 -0.455
Cl 7.195579 -0.793026 -4.909322 -1.0 0.4 0.7 -0.190
H 4.205306 -0.635098 -4.547201 -0.3 0.3 -0.5 0.287
H 3.992333 0.805876 -3.547432 0.3 0.2 0.0 -0.248
H 6.062536 -0.520364 -2.802783 -0.3 -0.6 -0.3 0.092
H 6.489590 0.964901 -3.448936 0.3 0.1 -0.5 0.381
Cl -4.219653 0.901091 -4.681876 -0.3 0.1 0.3 -0.168
C -2.622080 1.258115 -3.995244 0.8 0.9 -0.9 0.167
C -2.181628 2.660033 -4.459594 -0.4 -0.4 0.0 -0.040
Cl -3.046278 3.928605 -3.539419 0.2 0.0 -0.1 -0.191
H -1.965335 0.549447 -4.499804 0.2 -0.1 0.4 0.198
H -2.586639 1.177507 -2.908810 -0.2 -0.2 -0.2 -0.267
H -2.447710 2.768031 -5.511086 0.0 0.1 0.1 0.451
H -1.108784 2.831838 -4.372534 -0.1 -0.2 0.3 -0.135
Cl 3.639816 4.205111 -2.630257 0.2 -0.4 -0.4 -0.208
C 2.182537 4.194929 -3.683183 0.0 -0.1 0.5 -0.209
C 1.113875 4.933506 -2.925841 -0.9 -0.9 -0.9 -0.067
Cl 1.437424 6.616945 -2.815677 0.4 1.6 0.4 -0.179
H 1.816724 3.181427 -3.847854 0.4 -0.2 0.1 0.028
H 2.424762 4.644465 -4.646170 0.1 0.1 0.2 0.449
H 0.942117 4.500343 -1.940461 0.0 0.1 -0.1 0.146
H 0.200445 4.876541 -3.517872 -0.2 -0.3 0.2 0.023
Cl -1.611553 -4.816313 -1.561041 -0.3 0.2 -0.2 -0.180
C -0.521437 -4.864352 -0.162245 0.1 -0.3 0.6 0.207
C -0.978420 -6.042486 0.712556 0.2 0.3 -0.2 -0.663
Cl -0.049308 -6.229851 2.232306 0.2 0.2 -0.2 -0.177
H -0.613404 -3.944064 0.414569 0.0 0.0 -0.2 -0.244
H 0.477541 -4.933239 -0.592809 0.0 -0.3 0.4 0.357
H -0.894647 -6.983925 0.169619 -0.2 0.1 0.1 0.409
H -1.998356 -5.835433 1.036533 0.0 -0.3 -0.3 0.297
Cl -5.841097 -2.044772 -0.207114 0.2 0.2 0.4 -0.206
C -4.209761 -2.554480 -0.700119 0.0 -0.5 -1.4 -0.343
C -3.705310 -1.733591 -1.930547 -0.5 -1.2 1.3 0.379
Cl -4.665952 -2.276749 -3.365460 0.6 0.4 0.4 -0.177
H -4.343922 -3.588962 -1.016262 0.0 0.1 -0.2 0.375
H -3.486725 -2.659844 0.108724 -0.2 0.8 0.3 0.077
H -2.660357 -2.027784 -2.028576 -0.1 0.2 -0.5 -0.233
H -3.788548 -0.662221 -1.747956 -0.2 -0.2 -0.4 0.151
Cl -2.668843 -3.805639 2.927298 -0.7 1.3 0.3 -0.155
C -3.171443 -2.269376 3.873568 2.0 -0.4 0.7 -0.532
C -1.841047 -1.919958 4.656436 -1.4 -1.2 -0.7 0.013
Cl -2.033580 -0.385624 5.496212 0.1 0.3 0.1 -0.159
H -3.969110 -2.568899 4.553357 0.1 0.0 -0.2 0.416
H -3.455345 -1.401909 3.277748 -0.1 -0.6 -0.5 0.200
H -0.993005 -1.918175 3.971659 -0.1 0.4 0.1 -0.289
H -1.685690 -2.732517 5.366170 0.1 0.3 0.2 0.479
Cl -2.322536 3.614033 5.307999 0.6 0.3 0.2 -0.198
C -4.007093 3.352529 4.858347 -0.4 0.5 -0.2 -0.429
C -4.458793 4.419199 3.820409 1.5 -0.3 0.3 -0.198
Cl -6.158007 4.459968 3.702273 -2.4 -0.4 -0.3 -0.209
H -4.634921 3.409931 5.747518 0.2 0.2 0.0 0.398
H -4.012129 2.308241 4.546022 -0.5 0.3 -0.6 0.203
H -4.044993 4.238923 2.828253 0.1 -0.1 0.2 0.120
H -4.243104 5.453562 4.088153 0.8 -0.4 0.4 0.323
```
Positions in Å, forces in eV/Å.

Results
* LUMO: -4.46 eV
* ΔE to the lowest compared entry with this formula, charge and spin: 2.112 eV

# 2
The following is a quantum chemistry calculation of a structure of composition C59H133N7O, from the Open Molecules 2025 dataset.

XYZ file:
```
200
Properties=species:S:1:pos:R:3:forces:R:3:mulliken_charge:R:1
C 1.018515 -1.185168 0.073461 -0.4 1.0 -3.6 -0.042
C 0.364516 -0.131132 -0.939597 0.5 -1.5 2.0 -0.547
C -1.157011 -0.110884 -0.548750 1.4 -2.9 -1.8 -1.149
O 1.092747 1.067961 -0.987253 -5.3 -4.0 3.0 -0.090
H 0.804098 -0.723158 1.037132 3.3 -0.6 -3.3 -0.879
H 2.077568 -1.279431 -0.166563 -0.8 -1.0 -1.1 0.546
H 0.647077 -2.209321 0.108593 -0.7 1.6 -0.9 -1.087
H 0.463199 -0.679883 -1.876204 -0.6 1.0 1.3 -1.735
H -1.689547 0.302558 -1.405238 -0.2 0.4 0.8 -1.156
H -1.484624 0.220457 0.436635 0.5 -0.7 -0.9 0.928
H -1.572039 -1.118768 -0.552807 2.7 0.3 0.6 0.551
C -2.736944 -1.150782 1.642159 -1.5 -0.5 1.4 1.067
C -3.830327 -0.204569 2.108020 -1.2 0.9 -1.3 -1.276
C -3.600895 1.203821 1.522044 -2.3 -0.9 0.8 -0.155
N -4.796939 2.167868 1.716672 0.5 1.2 0.9 0.629
C -5.106108 2.371705 3.192855 -0.6 0.9 -1.0 -0.751
C -6.134057 1.798577 0.954160 2.2 0.9 -1.2 -0.188
C -6.619454 3.140505 0.362982 -0.4 1.2 -0.5 -1.064
C -5.597607 4.285751 0.661874 0.0 -0.6 1.2 -0.881
C -4.329384 3.564459 1.027023 -1.1 -1.3 -0.1 0.849
H -1.928513 -0.980120 2.353082 -2.4 -0.3 -2.0 -2.034
H -2.426581 -1.073844 0.600120 -1.1 -0.3 1.4 0.106
H -2.951901 -2.197361 1.857973 -0.6 -0.2 -0.1 0.523
H -3.957111 -0.187996 3.190491 0.2 0.0 0.1 0.333
H -4.816083 -0.435064 1.703954 -0.1 -0.6 0.1 0.761
H -3.550483 1.170429 0.433717 -0.5 -1.2 0.6 0.598
H -2.694151 1.692730 1.878263 -0.5 -0.1 0.4 -0.874
H -5.734860 3.258949 3.267530 0.4 0.5 -0.1 0.461
H -4.158224 2.515739 3.711380 -0.4 -0.3 0.3 0.176
H -5.840645 1.655673 3.561437 0.9 -0.8 0.1 0.368
H -6.853817 1.193956 1.505960 0.3 0.3 0.4 0.548
H -5.670565 1.205310 0.165929 -0.7 -0.3 -0.3 0.181
H -7.614717 3.448850 0.683100 0.1 -0.2 0.4 0.406
H -6.744419 3.134720 -0.719809 0.2 -0.7 -0.1 0.401
H -5.907373 4.900306 1.507136 -0.2 0.1 -0.1 0.433
H -5.334474 4.960679 -0.152579 -0.6 -0.1 -0.2 0.454
H -3.591620 4.152119 1.573334 -0.3 -0.4 0.7 0.388
H -3.850590 3.283428 0.089003 -0.6 -0.1 0.4 -1.141
C 2.785072 -7.996364 4.606833 0.8 1.5 -0.6 -1.344
C 3.431254 -7.024843 3.500291 -0.5 -1.0 -0.3 -0.307
C 2.394461 -6.885372 2.327237 1.5 0.0 1.0 -1.067
N 2.728462 -5.694466 1.358214 0.1 1.1 0.9 0.601
C 3.982002 -5.995612 0.554555 0.0 0.0 -0.1 -0.803
C 2.809324 -4.312936 2.160587 -0.4 -1.8 0.9 -1.008
C 2.325021 -3.233376 1.289898 0.3 -1.3 -3.0 1.368
C 1.487244 -3.972428 0.247211 -0.6 0.6 -1.0 0.192
C 1.553574 -5.429820 0.442539 -0.2 -1.7 2.2 -1.152
H 3.559693 -8.402518 5.257301 0.0 -0.4 -0.5 0.400
H 2.149885 -8.750661 4.142419 0.3 -0.2 0.1 0.370
H 2.179379 -7.420409 5.306478 -0.3 0.2 -0.3 0.378
H 4.396884 -7.364079 3.125363 -0.2 -0.7 0.0 0.407
H 3.720654 -6.057423 3.910696 -0.6 0.2 0.3 0.236
H 1.450568 -6.863616 2.871940 -0.5 1.3 -0.6 0.461
H 2.266575 -7.775789 1.711686 0.6 0.0 -0.2 0.560
H 4.378564 -5.174533 -0.042665 -0.5 0.7 0.4 0.333
H 3.722883 -6.715260 -0.222018 0.1 -0.5 0.5 0.333
H 4.810250 -6.297545 1.195588 -0.4 -0.3 0.0 0.340
H 3.812350 -4.149051 2.554502 -0.2 -0.3 0.2 0.538
H 2.030924 -4.397774 2.918883 0.6 -0.6 0.6 0.420
H 3.190356 -2.823888 0.768746 -2.0 -1.5 -1.4 0.115
H 1.846539 -2.343169 1.698179 0.3 -1.1 0.6 -0.078
H 1.828815 -3.831398 -0.778241 -0.2 0.9 0.0 0.375
H 0.485461 -3.567845 0.391607 -0.3 -1.3 -0.5 0.073
H 1.612810 -6.098204 -0.416451 -0.1 0.3 0.0 0.432
H 0.743742 -5.733860 1.105722 -0.4 -0.2 -0.5 0.438
C 2.940415 0.127043 -6.872400 -0.7 -0.8 0.4 -1.317
C 3.239445 0.121234 -5.411646 -1.0 1.6 3.2 -0.507
C 2.361118 1.205755 -4.596085 0.8 0.9 -0.3 -1.064
N 2.719493 1.448296 -3.079243 0.9 -0.1 -4.3 0.839
C 1.741177 2.477585 -2.571533 7.1 0.3 -2.0 -0.482
C 2.659242 0.052546 -2.466071 2.1 -0.2 1.2 0.690
C 4.124688 -0.475393 -2.421265 -0.3 1.9 -1.4 -1.358
C 4.872161 0.859962 -2.180032 0.0 0.7 -1.2 -0.403
C 4.206926 1.967224 -3.071221 -0.8 -1.2 1.6 -0.619
H 2.683501 1.140977 -7.179058 0.7 -0.2 -0.7 0.372
H 2.048428 -0.478765 -7.031955 -0.2 0.0 -0.1 0.296
H 3.732832 -0.450714 -7.348176 0.1 0.8 -0.6 0.403
H 4.235450 0.455274 -5.120984 0.3 -0.2 -0.7 0.539
H 3.121458 -0.832540 -4.897346 -0.1 -0.3 -0.4 0.281
H 1.271991 1.171451 -4.623126 0.1 -0.6 -0.1 0.315
H 2.553408 2.192618 -5.017063 0.2 0.0 -0.3 0.807
H 0.791828 1.966613 -2.411089 6.8 -2.0 -2.1 -1.843
H 1.571913 3.445005 -3.044341 2.2 -0.6 -1.5 1.139
H 2.145280 2.725085 -1.589935 -0.3 0.6 -2.3 -0.937
H 2.347382 0.265498 -1.443584 0.7 -1.1 -0.8 0.325
H 1.837250 -0.535030 -2.874970 1.2 0.4 -0.5 -0.026
H 4.372354 -1.149595 -1.601381 -0.4 -0.4 -0.5 0.742
H 4.456578 -0.820118 -3.400603 0.1 -0.6 0.4 0.612
H 4.659850 1.212276 -1.170627 0.9 -0.4 -0.3 0.263
H 5.931886 0.773716 -2.420139 0.0 0.1 0.4 0.557
H 4.198882 2.920194 -2.542173 0.0 0.0 0.0 0.425
H 4.575418 2.175631 -4.075659 -0.1 -0.5 0.1 0.488
C -0.261334 -1.016186 2.079064 1.0 -1.1 3.1 -1.292
C -0.682898 -0.581506 3.498161 0.7 1.5 -0.5 0.494
C 0.291204 0.501073 4.067277 -0.9 -2.5 2.1 -1.656
N 0.035267 0.837657 5.596534 0.9 0.6 -1.4 0.825
C 1.071015 1.935822 5.905149 -0.1 -1.1 -0.4 -1.001
C 0.252854 -0.439687 6.442216 -1.3 0.8 -0.3 -0.205
C -1.162446 -0.678505 6.998405 0.6 -2.6 0.3 -0.875
C -2.213816 0.113377 6.234774 0.8 -1.1 0.2 -0.136
C -1.383129 1.292684 5.847235 -1.5 1.3 0.3 -0.340
H -0.762755 -1.886026 1.654719 0.2 0.1 0.4 1.166
H 0.749121 -1.424919 2.078399 -0.4 0.3 2.2 0.335
H -0.252745 -0.276422 1.278583 -1.7 0.4 2.0 1.462
H -0.792224 -1.503842 4.068625 -0.1 0.4 0.5 0.659
H -1.620388 -0.054204 3.321650 0.0 0.0 1.3 -0.148
H 0.387888 1.369099 3.415141 -1.6 -0.9 2.1 0.367
H 1.268293 0.018604 4.091974 0.4 0.3 0.1 0.576
H 2.047263 1.497019 5.699013 0.0 -0.1 0.2 0.415
H 1.058642 2.238048 6.952337 -0.4 0.2 -0.2 0.459
H 0.939134 2.695694 5.134881 -0.2 0.4 1.4 0.998
H 0.967807 -0.260483 7.245230 0.1 0.2 -0.3 0.516
H 0.601628 -1.219445 5.765131 0.1 0.1 0.2 0.093
H -1.076941 -0.566814 8.079296 -0.7 0.5 -0.1 0.303
H -1.401266 -1.729982 6.838817 0.1 -0.2 0.4 0.447
H -3.100955 0.204659 6.861467 0.2 0.9 0.0 0.623
H -2.561903 -0.405095 5.341401 0.2 -0.3 0.1 -0.223
H -1.464903 1.982879 6.686894 0.8 0.2 -0.1 0.658
H -1.861643 1.785083 5.000673 0.8 0.3 -0.4 -0.152
C 4.726197 -1.738054 1.440925 0.7 0.3 0.4 -1.090
C 4.476606 -0.302084 0.981079 0.3 0.0 -0.1 -0.231
C 3.051189 0.046307 1.317759 1.4 2.8 0.3 0.018
N 2.727912 1.591058 1.260376 -1.1 0.3 0.1 1.274
C 2.848934 2.197704 -0.117045 2.1 0.5 1.2 -0.828
C 1.270954 1.706232 1.749258 1.7 0.7 0.1 0.075
C 1.174594 2.937023 2.710965 1.5 0.8 -0.2 0.128
C 2.537065 3.664623 2.595494 -0.7 0.3 -0.1 -1.094
C 3.497047 2.573084 2.192990 0.5 -1.1 0.2 -0.645
H 5.115874 -1.860306 2.451521 0.2 0.5 0.0 0.438
H 5.407614 -2.263275 0.771644 0.1 0.0 0.0 0.509
H 3.772809 -2.266111 1.422680 2.7 1.9 1.3 -1.123
H 4.536222 -0.272142 -0.106882 0.3 0.0 0.5 -0.348
H 5.211825 0.404409 1.366328 0.0 0.0 0.1 0.436
H 2.796178 -0.251795 2.334714 -0.1 0.0 0.1 0.360
H 2.393560 -0.374415 0.557092 1.3 1.5 1.8 -0.023
H 2.589038 1.608510 -0.996481 1.3 -0.2 2.6 -1.280
H 3.884162 2.524205 -0.216109 -0.1 0.5 0.3 1.562
H 2.172520 3.051642 -0.153931 0.3 0.2 0.8 0.221
H 0.564178 1.761752 0.921320 1.9 -0.8 -0.5 0.513
H 0.952039 0.839470 2.328153 1.3 0.0 -1.4 -1.499
H 0.355156 3.625152 2.503354 0.5 -0.1 0.2 -0.023
H 0.964498 2.551401 3.708592 0.8 1.0 -0.7 -0.616
H 2.470367 4.508806 1.909204 0.0 -0.5 -0.9 0.508
H 2.845745 4.293356 3.430676 0.1 -0.9 0.8 0.511
H 4.402746 2.941388 1.711147 -0.1 -0.2 0.0 0.415
H 3.793548 1.910219 3.005878 0.1 0.4 0.4 0.634
C -3.885997 3.105035 -4.559773 -1.6 0.0 -0.5 -1.564
C -2.627638 3.411314 -3.783688 0.3 -0.7 -0.2 -0.376
C -2.724907 2.851540 -2.359997 1.2 0.2 2.0 -0.413
N -1.498927 3.106076 -1.401161 -1.5 0.0 1.5 0.399
C -0.049639 2.776770 -2.132667 -7.7 3.7 2.2 0.349
C -1.729622 2.274463 -0.060846 1.4 2.0 -2.3 -0.429
C -1.073875 3.038608 1.047448 -1.4 -2.4 1.7 -0.372
C -0.769261 4.356088 0.570843 0.5 1.8 -1.6 -0.676
C -1.548509 4.436777 -0.733890 0.3 2.3 -1.4 -0.838
H -3.981139 3.515578 -5.565000 0.5 0.9 0.2 0.474
H -4.767267 3.438753 -4.011962 -0.1 0.1 -0.1 0.415
H -4.091396 2.075640 -4.853484 0.5 -0.6 0.8 0.249
H -2.376835 4.471993 -3.794506 -0.4 0.2 0.3 0.442
H -1.820181 2.968251 -4.366622 0.4 -0.3 0.4 0.172
H -2.910701 1.793498 -2.175210 0.3 -0.4 -1.2 0.060
H -3.524334 3.219346 -1.716771 -0.4 0.8 -0.8 0.700
H 0.049416 3.486921 -2.953625 -1.6 -0.1 0.3 0.766
H -0.094691 1.731914 -2.439835 -5.4 -0.3 0.6 0.049
H 0.724460 2.884208 -1.372835 -3.0 1.2 1.2 0.164
H -1.266947 1.298121 -0.204986 -0.8 3.8 0.2 -0.795
H -2.800166 2.255875 0.143308 2.0 0.3 -1.6 0.126
H -0.200812 2.532513 1.459427 -2.7 1.2 -0.8 -1.430
H -1.736342 3.081103 1.911989 -0.2 0.3 0.1 1.284
H 0.282138 4.367991 0.283606 0.3 0.7 0.4 0.189
H -1.066757 5.106823 1.302958 0.5 0.5 -0.4 0.681
H -1.188639 5.212540 -1.409740 0.5 0.0 -0.1 0.628
H -2.561734 4.806531 -0.576520 -0.3 -0.6 0.1 0.338
C -2.557749 -0.383313 -7.586963 -1.2 0.5 -1.6 -1.671
C -1.814185 -0.430002 -6.310461 0.4 0.8 2.2 0.495
C -1.822911 -1.734424 -5.500535 0.0 -0.3 -1.1 -0.776
N -1.418136 -1.637121 -4.027216 0.5 0.7 -2.9 0.623
C 0.036183 -1.055787 -3.980201 -1.8 -1.4 -0.4 -0.799
C -1.506187 -3.038869 -3.514383 0.1 -1.7 0.7 -0.391
C -2.753995 -3.136976 -2.654177 1.0 0.6 0.3 -0.772
C -2.887612 -1.689133 -2.183613 -2.1 -1.1 1.6 0.070
C -2.525905 -0.805150 -3.345949 0.7 -0.5 1.8 -0.257
H -2.062443 -0.990180 -8.344909 -0.3 0.0 -0.1 0.374
H -2.673649 0.629871 -7.971845 1.3 0.4 -0.1 0.439
H -3.640884 -0.498491 -7.627613 -0.1 -1.4 0.8 0.390
H -2.134738 0.338592 -5.607176 -0.7 0.4 0.1 -0.393
H -0.817071 -0.038535 -6.511971 0.5 -0.7 -0.1 0.135
H -1.169193 -2.465355 -5.976466 0.1 -0.1 0.2 0.708
H -2.809634 -2.190552 -5.420414 -0.1 0.2 -0.5 0.607
H 0.709169 -1.652824 -4.595604 -0.4 -0.4 -0.1 0.489
H 0.321283 -1.189314 -2.936654 -0.3 0.1 -1.5 0.856
H 0.069135 -0.069600 -4.443284 -0.5 -0.1 0.7 0.040
H -0.624891 -3.344132 -2.950274 0.2 0.8 0.4 0.062
H -1.529894 -3.857971 -4.233134 0.0 0.8 -1.0 0.451
H -2.519816 -3.818646 -1.836507 -0.4 0.0 0.0 0.349
H -3.642839 -3.486143 -3.179661 0.2 0.0 -0.1 0.440
H -2.405726 -1.444689 -1.236965 -0.7 -1.4 -2.1 0.265
H -3.904248 -1.638720 -1.793726 -0.6 0.7 -0.8 0.869
H -2.076605 0.124840 -2.997620 -0.1 0.0 -0.7 0.215
H -3.476261 -0.617046 -3.845505 0.7 -0.1 -1.2 0.615
```
Positions in Å, forces in eV/Å.

Results
* net charge: +6
* LUMO: -12.00 eV
* ΔE to the lowest compared entry with this formula, charge and spin: 34.559 eV

Question: Among the records above, which one has the highest LUMO?
Answer: C18H28Cl14F12HgN2O8S4

Question: Look up the LUMO of the second one.
Answer: -12.00 eV